Arrangement a

This record from OMol25 describes a structure of composition C28H29CsN13O3S. The level of theory is wB97M-V/def2-TZVPD.

Summary:
Frontier orbital gap (eV): 3.85
M (g/mol): 760.60
Total charge: -1
HOMO (eV): -2.40

Each line ends with the Mulliken charge.
Element x y z (Å)
1 C 5.293 -0.244 -3.873  -0.4573
2 C -2.727 -2.539 3.027  0.7049
3 C 2.907 -1.590 -3.457  0.8032
4 S -2.246 -2.272 -1.089  -0.6003
5 N -2.056 2.778 -2.172  -0.0028
6 H 6.065 -2.172 -4.630  0.3014
7 H 4.368 1.418 -2.978  0.4044
8 H 3.242 0.932 -0.242  0.3465
9 C 4.220 0.406 -3.263  -0.5006
10 C 3.496 -0.690 3.235  -0.8153
11 N -2.803 -4.665 1.857  -0.1426
12 H -2.877 -4.629 -2.617  0.1989
13 H -3.547 0.348 4.674  0.4186
14 H 0.776 2.024 1.799  0.0509
15 C 4.693 -0.252 2.582  1.2218
16 C -3.143 4.957 -3.554  -0.3100
17 N -1.870 -4.470 -2.593  -0.4237
18 N -1.559 5.513 0.059  -0.5784
19 N -1.378 -0.677 2.331  -0.1779
20 H 1.402 -0.698 3.065  0.3315
21 H 3.890 -3.298 -4.212  0.2977
22 H -3.731 3.525 -5.013  0.3825
23 O -4.190 -4.265 3.647  -0.8271
24 C 2.953 -0.220 -2.960  -0.2086
25 C 1.745 -2.371 -3.386  -0.6468
26 H -1.089 -2.569 1.573  0.5523
27 H -2.193 -4.209 1.192  0.0508
28 H -4.690 -5.618 2.829  0.4872
29 C 3.340 0.543 0.773  -0.4820
30 H -1.658 1.147 3.223  0.3308
31 O -4.561 -6.296 2.127  -0.6061
32 C -3.267 -3.899 2.899  0.5552
33 N -1.493 6.977 1.801  -0.3631
34 C 2.314 -0.395 2.608  -0.3666
35 N -0.605 4.867 2.167  -0.7314
36 C -1.727 -1.977 2.246  -0.9937
37 H 3.524 -1.190 4.188  0.3462
38 C -1.207 5.750 1.329  0.4183
39 H 0.821 3.176 3.084  0.2591
40 N -0.725 3.303 0.303  -0.1448
41 N -0.103 -3.172 -2.611  -0.8015
42 C -2.675 2.627 -3.338  -0.2655
43 C -3.430 -1.662 3.889  -0.2309
44 H -2.735 1.598 -3.693  0.4528
45 H -1.336 -4.883 -3.347  0.2426
46 C -2.015 0.121 3.178  0.0212
47 O 2.012 0.390 -2.360  -0.5812
48 C 4.034 -2.252 -3.996  -0.5947
49 H 6.713 0.029 2.685  0.1859
50 N 0.719 -2.191 -2.490  0.3166
51 C -1.407 4.275 -0.356  0.0948
52 C -0.379 3.701 1.557  0.4118
53 C -1.959 4.024 -1.693  0.3621
54 H -2.000 7.631 1.215  0.2374
55 C -3.265 3.680 -4.058  -0.7150
56 H -3.577 5.854 -4.026  0.3554
57 C 4.605 0.366 1.307  -0.6155
58 C 5.223 -1.616 -4.186  -0.4753
59 H 5.498 0.669 0.734  0.2591
60 H -2.250 6.143 -1.947  0.4560
61 H 6.182 0.293 -4.175  0.3604
62 N 0.302 2.767 2.318  -0.2165
63 N 5.929 -0.408 3.141  -0.4814
64 H 6.053 -1.034 3.923  0.1893
65 H -1.388 7.180 2.807  0.2547
66 C -2.424 5.187 -2.393  -0.6038
67 N 2.185 0.243 1.410  -0.1850
68 Cs -0.578 0.599 -0.900  1.2479
69 C -3.604 -5.762 1.292  -0.3163
70 C -3.055 -0.349 3.999  -0.7998
71 H -4.005 -5.366 0.310  0.2141
72 C -1.392 -3.257 -2.130  0.2380
73 H -4.314 -2.070 4.406  0.3803
74 H -2.901 -6.555 0.971  0.2816
75 H 1.630 -3.258 -4.024  0.2369

Arrangement b

This record from OMol25 describes a structure of composition C28H29CsN13O3S. The level of theory is wB97M-V/def2-TZVPD.

Summary:
Frontier orbital gap (eV): 4.58
M (g/mol): 760.60
Total charge: -1
HOMO (eV): -2.87

Each line ends with the Mulliken charge.
Element x y z (Å)
1 N 1.774 -2.568 -2.097  -0.1222
2 H 1.914 -4.967 0.062  0.2386
3 C -0.994 3.674 -0.189  -0.4271
4 C 4.001 -2.530 2.709  -0.3137
5 C 0.628 0.909 -5.739  -0.7169
6 H -3.770 -4.239 -0.223  0.2446
7 C 1.992 -3.871 -1.579  0.2464
8 C 2.651 -2.401 5.194  -0.4093
9 H 0.472 1.854 -6.256  0.3677
10 H 0.582 -0.412 -7.435  0.4235
11 H -1.563 -3.246 -0.773  0.2912
12 N -1.585 -1.799 0.677  -0.1031
13 N 2.388 -3.479 -4.230  -0.6628
14 C -3.437 -3.350 0.352  -0.5523
15 H -0.078 3.978 2.583  0.1704
16 C 0.797 0.910 -4.325  -0.3254
17 C 0.797 -0.309 -6.396  -0.3136
18 C -2.002 6.009 0.462  0.5514
19 C -3.620 -1.566 1.981  -0.6013
20 H 1.392 -2.408 -6.131  0.4276
21 C -2.325 -1.173 1.645  -0.3293
22 H 3.037 -6.625 -3.897  0.2589
23 H 0.078 5.985 0.161  0.2531
24 H -5.713 -4.121 1.473  0.1784
25 H -4.221 -0.988 2.668  0.3218
26 O -1.408 8.729 1.307  -0.5739
27 N 1.160 -0.184 -3.652  -0.0123
28 S 1.638 1.883 2.033  -0.5693
29 N 2.227 -4.938 -2.336  -0.7048
30 C -2.059 2.396 -1.782  -0.3362
31 H 0.001 -1.458 4.981  0.3846
32 H -3.915 5.187 -0.939  0.3915
33 O 2.077 -1.696 1.653  -0.8968
34 Cs 1.170 -0.269 -0.347  1.1201
35 C -3.119 4.419 -0.976  -0.4402
36 H 5.555 -3.536 3.774  0.3374
37 C 3.960 -2.916 5.079  -0.4284
38 N -5.329 -3.298 1.891  -0.4882
39 C 1.170 -1.452 -5.677  -0.5647
40 C 2.648 -1.999 2.771  -0.1564
41 C -3.183 3.278 -1.767  -0.7420
42 H -5.961 -2.767 2.489  0.1900
43 C -4.124 -2.746 1.444  1.0802
44 N -0.253 3.250 3.265  -0.3714
45 O -3.007 6.657 0.681  -0.7565
46 C 1.414 -1.331 -4.268  0.3201
47 H -1.203 3.178 3.675  0.2242
48 C 4.603 -3.014 3.843  -0.4188
49 H 4.511 -2.554 1.777  0.4340
50 H 1.899 -3.227 0.428  0.1126
51 H -2.013 1.504 -2.366  0.5266
52 C 0.338 2.068 3.094  0.5621
53 H 3.136 -5.590 -5.302  0.2197
54 C 0.780 -1.085 4.271  -0.9936
55 N 1.863 -4.011 -0.271  -0.0721
56 H -1.868 -0.374 2.233  0.1930
57 H -2.266 8.201 1.185  0.4237
58 N 2.913 -5.703 -4.354  -0.3458
59 H -4.050 3.029 -2.331  0.4390
60 C 2.026 -1.903 4.055  0.5466
61 H 4.432 -3.272 6.017  0.2545
62 N 0.687 0.036 3.731  0.8867
63 H 2.057 -2.468 6.139  0.2654
64 C 2.541 -4.671 -3.608  0.4937
65 C -1.967 4.689 -0.235  0.6775
66 H 0.519 1.750 -3.702  0.5373
67 C 1.865 -2.508 -3.452  0.2715
68 N -0.708 6.525 0.588  -0.1952
69 C -0.490 7.960 0.552  -0.4782
70 H 0.536 8.130 0.927  0.3191
71 H -0.089 3.723 0.450  0.2945
72 H -0.530 8.354 -0.498  0.2808
73 C -2.213 -2.818 0.011  -0.5037
74 N -1.009 2.582 -0.986  -0.2438
75 N -0.156 0.993 3.811  -1.5904

Most stable structure: arrangement a

Arrangement a

This record from OMol25 describes the ion C6H11N with charge +1. The level of theory is wB97M-V/def2-TZVPD.

Summary:
Frontier orbital gap (spin up / spin down) (eV): 8.53 / 7.28
M (g/mol): 97.16
Total charge: +1
2S+1: 2
HOMO (spin up / spin down) (eV): -13.55 / -14.00

Each line ends with the Mulliken charge.
Element x y z (Å)
1 H 0.122 1.412 2.802  0.3882
2 C 0.608 2.214 0.193  -1.0644
3 H 0.212 3.014 0.850  0.3810
4 H -0.781 -0.101 2.181  0.4415
5 H 1.708 2.309 0.226  0.3133
6 H -0.742 -0.319 -2.272  0.2234
7 H 0.159 -1.743 0.991  0.2835
8 H 0.882 -0.071 2.022  0.4306
9 H -0.064 -2.137 -2.069  0.1554
10 H 0.194 2.428 -0.961  0.3120
11 C -0.144 -0.074 -0.245  0.7499
12 C 0.418 -2.431 -1.114  -0.6485
13 H 0.712 -3.499 -0.960  0.2957
14 H -1.980 0.555 -1.617  0.2749
15 C 0.329 -1.483 -0.107  -0.1218
16 C -0.015 0.573 2.107  -1.4362
17 C 0.060 0.919 0.592  0.4929
18 N -1.138 -0.023 -1.394  -0.4713

Arrangement b

This record from OMol25 describes the ion C6H11N with charge +1. The level of theory is wB97M-V/def2-TZVPD.

Summary:
Frontier orbital gap (spin up / spin down) (eV): 10.19 / 6.93
M (g/mol): 97.16
Total charge: +1
2S+1: 2
HOMO (spin up / spin down) (eV): -13.67 / -13.66

Each line ends with the Mulliken charge.
Element x y z (Å)
1 H -2.656 -0.528 1.013  0.2891
2 H 2.434 2.249 -2.282  0.3447
3 H -1.937 -3.269 0.867  0.3585
4 H -1.052 -2.599 2.241  0.3383
5 H 0.030 -1.460 0.239  0.4329
6 H 0.309 0.797 -2.093  0.3398
7 H -2.793 -2.673 2.178  0.3252
8 H 1.394 1.857 0.550  0.3750
9 H 3.207 2.756 -0.841  0.3480
10 N -1.888 -1.177 0.898  -0.0694
11 C -0.830 -0.797 0.207  0.3499
12 H 3.471 1.145 -1.282  0.2851
13 C 1.479 1.578 -0.491  0.0326
14 C -1.909 -2.441 1.584  -0.8765
15 H -1.607 1.158 -0.185  0.3245
16 C 0.414 0.998 -1.024  -0.4288
17 C 2.692 1.912 -1.288  -1.1456
18 C -0.758 0.494 -0.291  -0.6232

Arrangement c

This record from OMol25 describes a structure of composition C6H11N. The level of theory is wB97M-V/def2-TZVPD.

Summary:
Frontier orbital gap (spin up / spin down) (eV): 6.99 / 8.99
M (g/mol): 97.16
Total charge: +1
2S+1: 2
HOMO (spin up / spin down) (eV): -13.74 / -15.46

Each line ends with the Mulliken charge.
Element x y z (Å)
1 C 0.156 -0.686 -1.504  -0.6227
2 H 0.805 0.003 2.371  0.2985
3 H -0.708 1.043 -0.906  0.3127
4 C 0.199 0.863 -1.499  -0.4189
5 H -0.347 1.447 2.242  0.3041
6 H 0.016 1.300 -2.465  0.4105
7 C 0.141 -1.198 -0.149  -0.1505
8 H 2.285 1.255 -1.621  0.4035
9 N -1.330 -0.398 1.949  -0.3113
10 H 1.168 -0.942 -1.946  0.3458
11 C -0.201 0.382 1.945  -0.1003
12 C -1.068 -0.675 0.583  -0.0418
13 H 1.944 0.489 -0.182  0.3348
14 H -2.012 -0.730 -0.010  0.4316
15 H 0.692 -2.219 -0.035  0.3088
16 H -0.742 -1.118 -2.068  0.3366
17 C 1.557 1.312 -0.832  -1.1404
18 H 1.509 2.265 -0.290  0.2992

Most stable structure: arrangement b

Arrangement a

This record from OMol25 describes the ion C6H11N with charge +1. The level of theory is wB97M-V/def2-TZVPD.

Summary:
Frontier orbital gap (spin up / spin down) (eV): 8.17 / 6.34
M (g/mol): 97.16
Total charge: +1
2S+1: 2
HOMO (spin up / spin down) (eV): -13.17 / -13.19

Each line ends with the Mulliken charge.
Element x y z (Å)
1 H 1.055 2.460 0.036  0.2479
2 H 3.702 2.519 -0.942  0.2760
3 H -3.560 -1.921 -0.013  0.2956
4 N -2.735 -2.262 0.491  -0.3571
5 C 1.054 0.514 -0.037  -0.3097
6 C 1.746 1.631 -0.318  -0.0516
7 H -0.069 -1.342 1.645  0.4635
8 H -1.550 -1.423 -0.923  0.4208
9 H 3.336 0.919 -1.884  0.3069
10 H 2.308 2.457 -2.251  0.2558
11 C 2.794 1.876 -1.412  -0.8996
12 H -2.936 -2.660 1.383  0.2621
13 C -0.687 -0.864 0.957  -0.4260
14 C -1.583 -1.508 0.163  0.0259
15 H 1.065 -0.445 -0.718  0.1746
16 C -0.390 0.528 0.510  -0.3516
17 H -0.553 1.342 1.271  0.4047
18 H -1.259 0.863 -0.227  0.2617

Arrangement b

This record from OMol25 describes the ion C6H11N with charge +1. The level of theory is wB97M-V/def2-TZVPD.

Summary:
Frontier orbital gap (spin up / spin down) (eV): 9.09 / 7.45
M (g/mol): 97.16
Total charge: +1
2S+1: 2
HOMO (spin up / spin down) (eV): -13.90 / -14.71

Each line ends with the Mulliken charge.
Element x y z (Å)
1 C -0.203 1.023 -1.682  -1.4147
2 C -1.094 1.842 0.496  -1.3521
3 H 0.779 0.658 -1.963  0.4273
4 C 0.663 -1.477 -0.336  0.0751
5 H 0.203 -1.211 2.150  0.2159
6 H -1.091 1.724 1.576  0.3696
7 H 0.713 -1.270 -1.402  0.2046
8 N 0.251 -0.297 1.772  -0.3692
9 H -2.113 2.118 0.214  0.3759
10 H -0.972 0.583 -2.318  0.3853
11 H 1.013 0.256 2.143  0.2802
12 C -0.530 0.700 -0.243  0.9094
13 H -0.300 2.085 -1.899  0.3907
14 H 1.170 -3.487 -0.540  0.2862
15 H -0.481 2.733 0.310  0.3776
16 C 0.235 -0.322 0.386  0.5636
17 C 0.936 -2.695 0.148  -0.9406
18 H 0.819 -2.964 1.189  0.2153

Most stable structure: arrangement b